{"formula": "C38H32CaF6N8O6S2", "method": "ωB97M-V/def2-TZVPD", "elements": ["Ca", "C", "C", "C", "C", "C", "C", "C", "N", "N", "C", "C", "C", "C", "C", "C", "N", "C", "C", "C", "C", "C", "C", "N", "H", "H", "H", "H", "H", "H", "H", "H", "H", "H", "H", "H", "H", "H", "H", "H", "H", "H", "H", "H", "F", "C", "F", "F", "S", "O", "O", "N", "S", "O", "O", "C", "F", "F", "F", "N", "C", "C", "C", "C", "C", "C", "C", "N", "C", "C", "N", "C", "H", "H", "H", "H", "H", "H", "H", "O", "C", "O", "C", "C", "C", "C", "C", "C", "H", "H", "H", "H", "H"], "coordinates": [[0.1236, 0.1137, -0.1886], [-1.8181, 1.9654, 2.1290], [-1.2379, 0.7515, 2.8505], [0.2431, 0.8145, 3.1058], [0.7689, 0.6456, 4.3787], [2.1431, 0.6487, 4.5497], [2.9557, 0.8342, 3.4447], [2.3511, 1.0100, 2.2127], [1.0290, 1.0033, 2.0363], [-1.3889, 2.1302, 0.7147], [-2.5585, 2.2154, -0.1645], [-2.2714, 2.0254, -1.6363], [-2.9880, 2.7408, -2.5852], [-2.7828, 2.4735, -3.9287], [-1.8631, 1.5018, -4.2838], [-1.1810, 0.8437, -3.2737], [-1.3758, 1.0942, -1.9782], [-0.5552, 3.3369, 0.6019], [0.2694, 3.4232, -0.6602], [0.2901, 4.5720, -1.4347], [1.1122, 4.6193, -2.5511], [1.8921, 3.5168, -2.8541], [1.8075, 2.4084, -2.0263], [1.0170, 2.3549, -0.9571], [-1.5609, 2.8707, 2.6875], [-2.9075, 1.8971, 2.1604], [-1.4228, -0.1606, 2.2785], [-1.7632, 0.6444, 3.8018], [0.1030, 0.4872, 5.2166], [2.5732, 0.4990, 5.5317], [4.0332, 0.8286, 3.5258], [2.9475, 1.1468, 1.3185], [-3.0918, 3.1673, -0.0213], [-3.2344, 1.4077, 0.1141], [-3.6981, 3.4939, -2.2694], [-3.3328, 3.0168, -4.6863], [-1.6708, 1.2545, -5.3182], [-0.4526, 0.0751, -3.5029], [0.1517, 3.3188, 1.4317], [-1.1685, 4.2440, 0.7022], [-0.3367, 5.4125, -1.1670], [1.1395, 5.5031, -3.1749], [2.5486, 3.5042, -3.7125], [2.3930, 1.5167, -2.2283], [2.5106, -1.1398, -3.5657], [1.8572, -2.3025, -3.6972], [2.7098, -3.2386, -4.0868], [0.9322, -2.1392, -4.6510], [0.9998, -2.7607, -2.1263], [0.2182, -1.5493, -1.9130], [0.3303, -3.9715, -2.4608], [2.1097, -3.0193, -1.0556], [2.8622, -1.9338, -0.2066], [2.4479, -0.5610, -0.4940], [3.0317, -2.3216, 1.1516], [4.5918, -1.9969, -0.8972], [4.6034, -2.2311, -2.2062], [5.2878, -2.9492, -0.2894], [5.1902, -0.8221, -0.6742], [-4.8177, -8.6461, -3.5389], [-4.6105, -7.6495, -3.0056], [-4.3596, -6.3963, -2.3445], [-5.4367, -5.6061, -1.9478], [-5.2040, -4.3923, -1.3277], [-3.8964, -3.9909, -1.0916], [-2.8122, -4.7770, -1.4636], [-3.0518, -5.9798, -2.1062], [-3.6449, -2.7431, -0.4635], [-4.2552, -2.2301, 0.6602], [-3.5545, -1.1094, 0.9753], [-2.5262, -0.9143, 0.0718], [-2.6191, -1.9152, -0.7689], [-6.4470, -5.9392, -2.1410], [-6.0278, -3.7509, -1.0430], [-1.8044, -4.4606, -1.2220], [-2.2206, -6.6018, -2.4087], [-5.0761, -2.7295, 1.1433], [-3.7131, -0.4561, 1.8182], [-1.9705, -2.1026, -1.6068], [-0.7091, -3.4683, 0.3193], [-0.3932, -2.8132, 1.3174], [0.0769, -1.6308, 1.3161], [-0.6019, -3.4342, 2.6794], [0.0601, -2.9290, 3.7917], [-0.1496, -3.4895, 5.0439], [-1.0348, -4.5490, 5.1908], [-1.6966, -5.0580, 4.0801], [-1.4722, -4.5079, 2.8270], [0.7498, -2.1070, 3.6511], [0.3815, -3.1053, 5.9067], [-1.2026, -4.9843, 6.1682], [-2.3812, -5.8896, 4.1924], [-1.9605, -4.8999, 1.9436]], "lowdin_charge": [1.35, -0.16, -0.12, -0.28, -0.02, -0.05, -0.04, -0.12, 0.04, -0.19, -0.14, -0.26, -0.01, -0.05, -0.04, -0.11, 0.04, -0.13, -0.27, -0.01, -0.05, -0.04, -0.11, 0.04, 0.12, 0.11, 0.08, 0.13, 0.12, 0.11, 0.11, 0.11, 0.13, 0.10, 0.11, 0.11, 0.11, 0.10, 0.12, 0.13, 0.12, 0.11, 0.11, 0.11, 0.12, -0.67, 0.15, 0.13, 0.62, -0.43, -0.24, -0.25, 0.61, -0.42, -0.24, -0.66, 0.14, 0.15, 0.13, 0.15, -0.18, -0.23, -0.03, 0.00, -0.17, 0.02, 0.01, 0.00, -0.04, -0.13, 0.05, -0.15, 0.12, 0.12, 0.08, 0.13, 0.12, 0.10, 0.12, -0.01, -0.60, -0.20, -0.12, -0.02, -0.09, -0.10, -0.09, -0.02, 0.10, 0.10, 0.10, 0.10, 0.11], "e_tot_ev": -120551.1688, "e_above_lowest_kj_mol": 22.40, "lumo_ev": -0.2, "fmax_ev_per_a": 0.906}

=====

{"formula": "C3H4N2OS", "method": "ωB97M-V/def2-TZVPD", "elements": ["C", "C", "C", "N", "N", "O", "S", "H", "H", "H", "H"], "coordinates": [[0.4661, -0.3837, 0.1470], [-0.7145, -1.2824, -0.0077], [-0.2319, 1.1786, -0.0205], [-1.8528, -0.3603, 0.0131], [-1.6122, 0.8086, 0.0037], [2.7216, 0.8654, -0.1785], [2.1169, -0.4510, -0.0235], [-0.5797, -1.8700, -0.8853], [-0.7807, -1.8130, 0.9156], [0.1332, 1.6803, 0.8493], [0.3341, 1.6276, -0.8132]], "lowdin_charge": [-0.42, -0.20, -0.12, 0.00, -0.01, -0.57, 0.91, 0.11, 0.11, 0.10, 0.09], "e_tot_ev": -19035.0022, "e_above_lowest_kj_mol": 390.40, "lumo_ev": -0.2, "fmax_ev_per_a": 5.451}

=====

{"formula": "C13H37N3NbO6", "method": "ωB97M-V/def2-TZVPD", "elements": ["O", "N", "O", "C", "Nb", "H", "H", "H", "H", "H", "H", "H", "C", "O", "C", "C", "N", "C", "C", "O", "C", "H", "H", "H", "H", "H", "H", "H", "H", "H", "H", "H", "H", "H", "H", "H", "C", "O", "C", "C", "N", "C", "C", "O", "C", "H", "H", "H", "H", "H", "H", "H", "H", "H", "H", "H", "H", "H", "H", "H"], "coordinates": [[0.8605, -2.1637, -2.8055], [0.0494, -2.0240, -3.6565], [-0.9720, -2.9174, -3.4887], [-1.1685, -3.7624, -4.6647], [-0.1883, -3.1429, -6.6388], [-0.8483, -4.7834, -4.4183], [-2.2519, -3.8183, -4.8405], [-1.6706, -3.5214, -7.6758], [-0.6806, -1.3947, -6.5281], [1.4537, -2.9157, -5.8851], [0.2687, -4.9063, -6.9377], [0.6420, -2.7277, -8.2170], [-1.2215, -1.5955, -0.6651], [-1.5590, -2.6421, 0.2326], [-0.5416, -3.6255, 0.3480], [0.1065, -3.5448, 1.7192], [0.9093, -2.3286, 1.8440], [1.3657, -2.0512, 3.2022], [0.3020, -1.7419, 4.2577], [-0.3818, -0.5193, 4.0438], [-1.4952, -0.5945, 3.1646], [-2.1086, -0.9766, -0.8077], [-0.4291, -0.9683, -0.2442], [-0.9070, -1.9858, -1.6300], [0.2008, -3.5406, -0.4489], [-1.0282, -4.6000, 0.2452], [0.7533, -4.4146, 1.8677], [-0.6969, -3.5815, 2.4664], [0.3635, -1.5385, 1.5247], [2.0282, -1.1828, 3.1433], [1.9760, -2.8919, 3.5470], [0.8206, -1.6242, 5.2142], [-0.4065, -2.5660, 4.3947], [-1.9949, -1.5647, 3.2146], [-1.1963, -0.3807, 2.1359], [-2.2072, 0.1767, 3.4629], [0.2530, 1.4654, -0.9659], [0.2119, 1.5461, 0.4527], [1.4855, 1.7352, 1.0575], [1.5842, 3.1174, 1.6790], [1.6372, 4.1555, 0.6531], [1.4922, 5.5116, 1.1759], [0.1628, 5.8811, 1.8392], [-0.9399, 5.9154, 0.9507], [-1.5796, 4.6670, 0.7366], [-0.7356, 1.1644, -1.3071], [0.4925, 2.4350, -1.4150], [0.9794, 0.7177, -1.2944], [2.2992, 1.5558, 0.3503], [1.5700, 0.9922, 1.8565], [2.4894, 3.1734, 2.2903], [0.7162, 3.2440, 2.3376], [0.8987, 3.9913, -0.0170], [1.6385, 6.1918, 0.3328], [2.3049, 5.7047, 1.8829], [0.2662, 6.9023, 2.2176], [-0.0611, 5.2552, 2.7099], [-1.5341, 4.0235, 1.6181], [-1.1500, 4.1501, -0.1245], [-2.6275, 4.8646, 0.5072]], "lowdin_charge": [0.00, -0.10, -0.28, -0.41, 0.81, 0.02, 0.02, -0.20, -0.20, -0.18, -0.20, -0.23, -0.11, -0.18, -0.21, -0.21, -0.04, -0.21, -0.23, -0.19, -0.09, 0.10, 0.06, 0.03, 0.12, 0.12, 0.12, 0.10, 0.06, 0.11, 0.11, 0.12, 0.11, 0.09, 0.07, 0.09, -0.11, -0.21, -0.21, -0.21, -0.05, -0.20, -0.23, -0.18, -0.10, 0.09, 0.08, 0.09, 0.13, 0.11, 0.12, 0.10, 0.07, 0.12, 0.11, 0.12, 0.11, 0.09, 0.07, 0.09], "e_tot_ev": -32374.3832, "charge": -1, "lumo_ev": 2.3, "fmax_ev_per_a": 1.448}

=====

{"formula": "C3H6IN2S", "method": "ωB97M-V/def2-TZVPD", "elements": ["S", "C", "N", "C", "C", "N", "I", "H", "H", "H", "H", "H", "H"], "coordinates": [[-2.2981, -0.8574, -0.2022], [-1.0975, 0.2844, -0.8365], [0.2701, -0.2355, -1.1750], [0.1304, 0.7471, -0.0920], [0.5811, 0.4881, 1.3327], [1.3924, -0.3026, 1.8815], [2.3449, -1.8451, 0.9849], [-1.6995, -1.0740, 0.9751], [-1.5178, 0.9504, -1.5805], [0.7375, 0.0274, -2.0453], [0.5274, -1.1915, -0.8841], [0.4455, 1.7567, -0.3617], [0.1836, 1.2519, 2.0030]], "lowdin_charge": [0.87, -0.52, 0.10, -0.21, -0.29, -0.43, 0.91, -0.11, 0.12, 0.19, 0.06, 0.17, 0.13], "e_tot_ev": -25115.0202, "e_above_lowest_kj_mol": 185.63, "charge": 1, "lumo_ev": -3.8, "fmax_ev_per_a": 1.181, "smiles": "S[C@@H]1[NH2+][C@@H]1/C=N\\I"}